This record from OMol25 describes a cluster of 9 separate species, C52H59BN3O2 in total. The level of theory is wB97M-V/def2-TZVPD.

Positions of all 117 atoms, in Å:
N 0.09 -1.94 0.16
C -0.29 -0.78 -0.41
N -1.41 -0.77 -1.26
C -2.37 0.29 -0.83
C -1.67 1.62 -0.45
C -0.21 1.52 -0.83
N 0.37 0.33 -0.11
B 1.89 0.20 -0.32
O 2.42 -0.04 -1.54
O 2.73 0.36 0.74
H 0.08 -1.96 1.17
H 0.26 -2.77 -0.38
H -1.13 -0.62 -2.22
H -3.04 0.47 -1.66
H -2.94 -0.12 0.00
H -2.08 2.45 -1.02
H -1.80 1.80 0.61
H 0.35 2.41 -0.58
H -0.11 1.33 -1.89
H 1.77 -0.07 -2.25
H 2.56 1.24 1.11
C -6.07 1.34 0.22
C -6.04 0.65 1.43
C -7.06 -0.23 1.75
C -8.10 -0.44 0.85
C -8.12 0.24 -0.36
C -7.11 1.14 -0.67
H -5.27 2.03 -0.03
H -5.22 0.81 2.12
H -7.04 -0.76 2.69
H -8.89 -1.14 1.09
H -8.93 0.07 -1.06
H -7.13 1.67 -1.61
C 2.29 3.22 -3.13
C 1.87 4.30 -3.88
C 2.20 4.38 -5.22
C 2.94 3.37 -5.82
C 3.36 2.28 -5.06
C 3.04 2.21 -3.72
H 2.05 3.16 -2.07
H 1.29 5.09 -3.41
H 1.87 5.23 -5.81
H 3.20 3.44 -6.87
H 3.95 1.50 -5.53
H 3.38 1.37 -3.13
C -7.01 -5.36 -1.60
C -7.44 -4.04 -1.63
C -6.64 -3.04 -1.10
C -5.40 -3.36 -0.55
C -4.97 -4.67 -0.53
C -5.77 -5.68 -1.05
H -7.63 -6.14 -2.02
H -8.40 -3.79 -2.06
H -6.97 -2.01 -1.11
H -4.78 -2.57 -0.14
H -4.01 -4.92 -0.10
H -5.44 -6.71 -1.03
C 6.75 3.20 -5.77
C 8.01 3.12 -5.20
C 8.99 2.32 -5.77
C 8.71 1.60 -6.92
C 7.45 1.68 -7.50
C 6.47 2.47 -6.93
H 5.99 3.82 -5.33
H 8.23 3.69 -4.30
H 9.97 2.26 -5.32
H 9.48 0.98 -7.37
H 7.24 1.12 -8.40
H 5.49 2.53 -7.38
C -1.20 -4.32 4.40
C -0.39 -4.75 5.44
C 0.72 -4.00 5.80
C 1.01 -2.82 5.15
C 0.19 -2.38 4.11
C -0.91 -3.14 3.74
H -2.07 -4.90 4.11
H -0.61 -5.67 5.96
H 1.36 -4.34 6.61
H 1.88 -2.23 5.44
H 0.42 -1.45 3.60
H -1.55 -2.80 2.93
C -2.27 7.22 -2.29
C -2.71 8.30 -3.03
C -2.40 8.38 -4.38
C -1.66 7.38 -4.99
C -1.23 6.30 -4.25
C -1.53 6.22 -2.89
H -2.50 7.16 -1.23
H -3.29 9.08 -2.56
H -2.74 9.23 -4.96
H -1.43 7.44 -6.05
H -0.65 5.51 -4.72
H -1.18 5.37 -2.31
C 2.40 2.78 3.79
C 2.69 2.49 5.11
C 3.98 2.65 5.59
C 4.98 3.10 4.74
C 4.70 3.39 3.42
C 3.41 3.23 2.94
H 1.39 2.66 3.42
H 1.91 2.15 5.78
H 4.21 2.42 6.62
H 5.99 3.23 5.12
H 5.48 3.75 2.76
H 3.18 3.46 1.90
C 0.58 -9.62 6.59
C 1.39 -10.05 7.62
C 2.50 -9.30 7.99
C 2.79 -8.12 7.33
C 1.97 -7.68 6.30
C 0.87 -8.44 5.92
H -0.29 -10.21 6.30
H 1.17 -10.98 8.14
H 3.14 -9.65 8.79
H 3.65 -7.53 7.62
H 2.19 -6.76 5.78
H 0.23 -8.10 5.11

Output
highest occupied orbital energy	-10.724	eV
maximum force	1.83	eV Å⁻¹
energy above the lowest of the compared OMol25 structures with the same formula, charge and spin	0.00	kcal/mol
E_LUMO	-0.149	Eh
Kohn-Sham gap	6.660	eV
total charge	+1